[1]
C21H31Cl5HfP2 | the ωB97M-V functional and the def2-TZVPD basis

XYZ file:
```
60
Properties=species:S:1:pos:R:3:forces:R:3
P -0.416 -2.599 1.429 1.29 1.21 0.32
P -1.459 1.829 0.867 1.46 0.67 2.06
C -1.585 -1.196 0.965 -0.56 -0.54 -0.06
C -1.420 0.103 0.096 0.36 0.18 -1.01
H -1.965 -0.916 1.964 0.01 -0.09 -0.28
H -2.382 -1.791 0.472 0.17 0.48 0.29
H -0.594 -0.056 -0.694 -1.76 -0.06 1.02
H -2.358 0.192 -0.480 0.46 -0.39 -0.27
C -2.997 2.745 0.655 -0.58 -0.36 -0.74
H -3.180 3.359 1.549 0.14 -0.37 -0.20
H -3.842 2.065 0.477 0.08 0.37 0.18
H -2.872 3.415 -0.213 -0.18 -0.33 0.30
C -0.272 3.062 0.245 0.17 -0.27 -0.72
H -0.552 3.372 -0.767 0.07 0.03 0.21
H 0.779 2.740 0.302 -0.39 0.09 0.14
H -0.388 3.932 0.910 -0.01 -0.37 -0.06
C -1.408 -4.074 1.730 -0.45 0.01 -0.10
H -1.107 -4.559 2.667 0.01 0.22 -0.16
H -1.274 -4.797 0.911 0.00 0.30 0.16
H -2.473 -3.813 1.789 0.27 -0.11 0.09
C 0.952 -3.056 0.321 -0.30 0.18 -0.34
H 1.701 -2.256 0.325 -0.09 -0.12 0.11
H 0.642 -3.252 -0.706 -0.06 -0.09 0.20
H 1.410 -3.974 0.708 -0.12 0.20 0.11
Hf 1.274 0.461 -1.448 1.22 0.78 3.38
C 1.754 1.776 -3.059 -1.54 1.83 -1.84
C 0.285 1.645 -2.912 0.29 2.31 -2.28
C -0.518 0.735 -3.850 -0.60 0.65 0.70
C -0.205 -0.786 -3.832 -0.04 -0.74 0.39
C 0.581 -1.265 -2.605 0.70 -2.65 -1.12
C 2.024 -1.125 -2.551 -0.18 -2.79 -1.25
C 2.848 -0.574 -3.675 0.77 0.02 0.48
C 2.554 0.930 -4.051 0.40 0.27 -0.50
C 0.492 -2.035 2.891 -0.30 -0.26 -0.05
H 2.135 2.785 -2.903 0.14 -0.24 0.43
H -0.290 2.487 -2.477 0.69 -0.35 -0.67
H -0.427 1.082 -4.897 0.07 0.07 0.53
H -1.575 0.863 -3.550 0.45 -0.01 -0.31
H -1.186 -1.310 -3.834 0.79 0.21 -0.10
H 0.333 -1.072 -4.759 -0.19 0.14 0.53
H 0.175 -2.181 -2.172 0.00 0.43 0.12
H 2.613 -1.670 -1.793 -0.53 -0.13 -0.31
H 2.777 -1.203 -4.589 -0.13 0.37 0.58
H 3.896 -0.607 -3.320 -0.53 -0.11 -0.35
H 3.557 1.350 -4.251 -0.65 0.24 0.51
H 2.092 0.941 -5.049 -0.41 0.01 0.38
H 1.129 -1.179 2.643 -0.13 -0.02 -0.14
H 1.129 -2.859 3.224 -0.07 0.07 0.10
H -0.192 -1.738 3.688 0.02 -0.06 0.05
Cl -3.399 1.236 3.573 0.03 -0.02 0.13
C -1.680 1.468 3.744 0.41 -0.14 0.00
C -0.899 1.674 2.574 -1.06 -0.32 1.90
C 0.442 1.680 2.734 1.28 -0.42 -2.40
Cl 2.941 0.633 0.176 0.15 -0.03 0.21
C 1.119 1.433 3.879 -1.36 -0.07 1.52
Cl 2.811 1.112 3.855 0.30 0.05 0.15
C 0.370 1.331 5.090 0.20 -0.11 -1.28
Cl 1.150 1.041 6.565 0.04 0.05 0.36
C -1.046 1.344 5.008 -0.23 0.11 -1.13
Cl -2.002 1.121 6.410 0.03 0.02 0.03
```
Positions in Å, forces in eV/Å.

Values from the calculation:
- orbital gap (spin up / spin down) (eV) = 4.66 / 3.22
- total charge = +2
- HOMO level (spin up / spin down) (eV) = -12.842 / -11.868
- total energy (eV) = -104755.4378
- ΔE to the lowest compared entry with this formula, charge and spin (kcal/mol) = 54.4
- E_LUMO (spin up / spin down) (eV) = -8.18 / -8.65

=====

[2]
C46H92F8N11O7P3 | the ωB97M-V functional and the def2-TZVPD basis

XYZ file:
```
167
Properties=species:S:1:pos:R:3:forces:R:3
C -0.287 2.381 -5.773 1.07 0.95 -0.85
C -0.606 1.361 -5.261 -0.58 -1.63 -0.05
C -1.118 0.164 -4.597 -1.42 0.83 0.91
C -1.618 0.719 -3.206 0.79 0.28 0.38
N -2.318 -0.412 -5.225 0.76 -0.16 0.08
C -2.451 -1.734 -4.877 0.00 0.37 -0.78
O -3.473 -2.355 -5.030 -0.09 -0.37 0.30
C -1.090 -2.271 -4.328 -2.12 0.18 -0.90
C -1.447 -2.660 -2.881 0.03 0.16 0.03
C -2.304 -3.921 -2.778 -0.20 0.15 0.39
O -1.611 -4.838 -1.929 -0.31 0.13 -0.22
C -2.427 -5.813 -1.347 0.61 0.33 0.45
C -2.050 -5.930 0.152 0.09 -1.08 -0.55
F -1.947 -7.269 0.429 -0.19 0.08 0.13
F -0.845 -5.407 0.418 -0.20 0.28 0.14
C -3.120 -5.402 1.127 0.50 0.12 0.65
F -2.738 -5.690 2.388 0.24 0.03 -0.19
F -4.269 -6.091 0.923 -0.01 0.25 -0.39
C -3.390 -3.862 1.057 -0.84 0.30 0.81
F -3.552 -3.420 2.327 0.05 -0.03 -0.07
F -2.361 -3.175 0.532 0.08 -0.37 -0.29
C -4.683 -3.466 0.305 0.11 0.02 -0.43
F -4.682 -2.117 0.204 -0.02 -0.03 -0.06
F -5.780 -3.837 0.989 0.14 -0.03 0.17
O -0.863 -3.396 -5.140 0.92 0.29 0.57
C 0.351 -4.107 -4.844 -0.43 -1.23 -0.78
C 0.034 -5.608 -4.916 0.17 0.18 0.58
C -0.151 -1.038 -4.549 1.69 -0.84 1.80
C 0.877 -0.942 -3.388 0.22 0.54 -0.47
C 2.199 -0.257 -3.774 0.42 -0.07 1.00
C 3.304 -1.251 -4.142 0.13 0.67 -0.60
C 3.713 -2.162 -2.994 -0.22 -0.04 0.02
N 3.938 -3.549 -3.383 0.31 -0.92 0.25
C 3.990 -4.102 -4.629 -0.11 -0.01 -1.29
C 4.189 -5.464 -4.585 -0.12 1.01 1.43
C 4.285 -5.758 -3.184 -0.01 -0.11 -1.03
C 4.144 -4.578 -2.495 0.03 -0.96 0.15
O 0.695 -1.219 -5.659 -1.26 0.17 -0.45
C 0.072 -1.220 -6.945 1.11 -0.27 -1.05
C 1.037 -1.933 -7.921 -0.43 -0.35 0.67
C 0.554 -3.339 -8.337 -0.12 0.14 -0.77
C 0.294 -3.481 -9.867 0.20 -0.22 0.94
H 0.240 3.111 -6.336 -0.28 0.36 0.07
H -1.330 0.124 -2.345 -0.13 -0.20 -0.07
H -1.190 1.705 -3.042 0.08 0.01 0.11
H -2.696 0.852 -3.176 -0.10 -0.15 -0.25
H -3.149 0.159 -5.208 -0.13 -0.08 -0.25
H -0.597 -2.779 -2.212 0.16 -0.09 -0.14
H -2.036 -1.843 -2.468 0.11 0.11 0.12
H -3.246 -3.655 -2.290 -0.09 0.01 -0.03
H -2.572 -4.355 -3.739 0.27 -0.07 -0.09
H -2.245 -6.784 -1.806 -0.15 -0.12 0.04
H -3.491 -5.572 -1.392 -0.05 -0.05 -0.32
H -4.731 -3.899 -0.695 -0.01 0.04 -0.03
H 0.743 -3.891 -3.854 0.12 0.36 -0.04
H 1.069 -3.901 -5.634 0.24 0.46 0.25
H 0.862 -6.161 -5.353 -0.01 -0.01 -0.13
H -0.104 -5.994 -3.905 -0.17 -0.10 -0.01
H -0.882 -5.776 -5.476 0.03 -0.01 -0.20
H 1.117 -1.947 -3.052 -0.07 -0.11 -0.04
H 0.478 -0.423 -2.522 -0.21 -0.12 -0.01
H 2.549 0.274 -2.882 0.00 0.12 -0.01
H 2.108 0.504 -4.543 -0.22 -0.09 -0.16
H 2.972 -1.776 -5.032 -0.05 -0.34 0.15
H 4.170 -0.665 -4.458 0.10 -0.03 -0.01
H 4.603 -1.776 -2.498 0.12 0.01 -0.08
H 2.931 -2.168 -2.232 -0.02 -0.06 0.03
H 3.887 -3.520 -5.530 -0.05 0.23 0.14
H 4.241 -6.127 -5.428 0.06 -0.08 -0.06
H 4.436 -6.755 -2.808 0.03 0.11 0.41
H 4.192 -4.514 -1.421 -0.15 0.65 0.00
H -0.866 -1.763 -6.973 -0.20 0.19 0.29
H -0.045 -0.199 -7.309 -0.34 0.15 0.34
H 1.997 -2.044 -7.415 0.08 0.25 0.02
H 1.200 -1.290 -8.784 0.01 -0.09 -0.15
H -0.382 -3.604 -7.847 0.07 0.14 0.35
H 1.280 -4.084 -8.015 0.08 -0.05 -0.06
H 0.794 -4.384 -10.207 -0.05 0.05 -0.41
H 0.664 -2.608 -10.396 0.08 -0.07 -0.23
H -0.773 -3.583 -10.046 -0.05 0.03 -0.22
O -5.219 3.127 3.748 -2.41 0.74 2.09
P -5.272 1.875 4.572 4.53 -3.27 -2.65
N -3.706 1.875 5.270 -0.03 0.36 0.23
C -2.783 0.761 5.325 -0.20 -0.41 0.04
C -3.349 3.029 6.088 -0.39 0.41 -0.04
N -5.420 0.724 3.307 -0.03 0.20 -0.15
C -4.694 -0.529 3.231 -0.24 -0.40 0.28
C -5.649 1.238 1.963 0.05 0.26 -0.09
N -5.946 0.722 5.692 -1.95 2.24 0.38
C -7.402 0.522 5.455 -0.05 -0.29 -0.27
C -5.807 1.038 7.126 0.48 -0.06 0.19
H -3.236 -0.158 5.715 -0.01 0.00 -0.08
H -1.944 0.988 5.984 -0.10 0.19 0.06
H -2.352 0.550 4.343 -0.06 -0.11 0.02
H -3.836 3.005 7.072 0.20 0.06 0.05
H -3.649 3.958 5.599 -0.06 -0.08 -0.06
H -2.276 3.098 6.255 0.03 -0.17 -0.05
H -3.683 -0.392 2.828 0.00 -0.04 0.00
H -5.215 -1.224 2.569 -0.05 0.11 -0.06
H -4.630 -1.035 4.192 0.06 0.20 0.11
H -4.728 1.629 1.511 -0.04 0.03 -0.07
H -6.392 2.030 1.965 0.10 0.09 0.05
H -6.033 0.442 1.320 0.08 -0.14 0.13
H -7.972 1.437 5.642 -0.05 -0.05 0.13
H -7.784 -0.263 6.109 0.12 0.02 0.09
H -7.590 0.211 4.431 0.17 0.05 -0.05
H -6.197 2.028 7.380 -0.06 -0.03 0.10
H -4.768 0.979 7.447 0.07 0.12 -0.19
H -6.347 0.297 7.716 -0.12 -0.01 -0.14
O -1.870 3.994 9.113 3.16 0.73 -0.43
P -1.413 3.954 10.539 -5.35 -1.55 2.93
N -1.725 2.308 10.928 0.38 -0.19 -0.28
C -2.409 1.807 12.102 0.07 0.24 0.37
C -1.044 1.305 10.121 0.16 0.22 -0.43
N -2.587 4.996 11.232 -0.06 0.08 -0.29
C -3.291 4.752 12.476 0.28 0.18 0.42
C -3.455 5.723 10.312 -0.05 -0.08 -0.28
N -0.355 4.245 11.891 1.80 0.81 -2.24
C 0.217 5.618 11.845 -0.25 0.27 0.18
C 0.793 3.331 12.040 -0.12 -0.48 0.15
H -2.018 2.219 13.039 -0.05 0.04 -0.02
H -2.303 0.725 12.180 0.14 0.01 -0.17
H -3.483 2.006 12.053 0.03 0.06 0.09
H 0.020 1.204 10.380 -0.05 -0.14 0.00
H -1.097 1.564 9.061 -0.01 0.08 0.04
H -1.505 0.324 10.228 -0.11 0.06 0.11
H -4.146 4.079 12.338 0.00 0.01 0.03
H -3.680 5.694 12.876 -0.01 0.03 -0.11
H -2.640 4.351 13.249 0.08 -0.14 -0.13
H -4.249 5.084 9.906 -0.02 0.06 -0.05
H -2.891 6.136 9.482 0.00 -0.13 -0.06
H -3.924 6.564 10.827 0.04 -0.09 0.18
H 0.860 5.760 10.971 0.13 -0.01 0.08
H 0.807 5.809 12.742 0.01 -0.15 0.02
H -0.570 6.367 11.809 -0.13 -0.13 -0.05
H 1.405 3.271 11.136 0.11 0.02 0.05
H 0.468 2.328 12.310 -0.17 0.01 -0.15
H 1.425 3.672 12.860 -0.05 0.17 -0.04
O 6.026 1.882 -3.871 1.35 2.36 2.42
P 6.747 2.810 -4.814 -1.92 -3.48 -5.82
N 5.379 3.280 -5.760 -0.28 0.44 0.21
C 5.269 3.249 -7.203 0.39 0.10 -0.17
C 4.313 3.986 -5.064 0.09 -0.12 0.48
N 7.699 1.628 -5.618 0.08 -0.14 0.26
C 7.843 1.505 -7.056 0.42 0.34 -0.19
C 7.772 0.307 -5.006 -0.19 -0.10 0.20
N 7.770 4.062 -5.473 0.40 0.67 3.16
C 9.107 4.073 -4.815 0.30 -0.27 -0.21
C 7.270 5.447 -5.381 -0.41 0.14 -0.34
H 6.108 3.738 -7.712 0.02 -0.07 -0.01
H 4.370 3.770 -7.534 -0.03 0.07 0.19
H 5.182 2.225 -7.575 0.10 0.02 -0.06
H 4.571 5.034 -4.848 -0.14 0.02 -0.06
H 4.090 3.503 -4.110 0.07 -0.03 -0.01
H 3.389 3.984 -5.640 0.06 -0.08 -0.12
H 7.003 0.962 -7.506 0.01 0.00 -0.01
H 8.755 0.949 -7.294 -0.02 -0.06 0.10
H 7.949 2.469 -7.547 -0.16 0.08 0.10
H 6.866 -0.282 -5.193 0.03 -0.05 0.05
H 7.919 0.377 -3.932 -0.13 0.02 0.01
H 8.626 -0.244 -5.407 0.00 0.12 -0.16
H 9.033 4.325 -3.753 0.05 0.15 -0.03
H 9.757 4.803 -5.298 -0.13 0.07 -0.06
H 9.590 3.104 -4.899 -0.16 -0.08 -0.05
H 7.002 5.730 -4.360 0.06 0.11 0.00
H 6.407 5.600 -6.026 -0.08 -0.20 0.07
H 8.037 6.134 -5.737 0.13 -0.12 0.07
```
Positions in Å, forces in eV/Å.

Values from the calculation:
- structure (SMILES) = C#C[C@@]1(C)NC(=O)[C@@](CCOCC(F)(F)C(F)(F)C(F)(F)C(F)F)(OCC)[C@@]1(CCCCn1cccc1)OCCCC.CN(C)P(=O)(N(C)C)N(C)C.CN(C)P(=O)(N(C)C)N(C)C.CN(C)P(=O)(N(C)C)N(C)C
- orbital gap (eV) = 8.00
- total charge = 0
- HOMO level (eV) = -7.886
- total energy (eV) = -129518.7697
- E_LUMO (eV) = 0.12

=====

[3]
C4H12N2O | the ωB97M-V functional and the def2-TZVPD basis

XYZ file:
```
19
Properties=species:S:1:pos:R:3:forces:R:3
C -1.906 0.537 -0.041 0.25 0.21 -0.06
C -0.738 1.314 -0.682 -0.25 -0.22 0.08
N -0.157 2.335 0.174 -0.02 0.18 0.19
O -2.296 -0.585 -0.783 0.02 -0.40 -0.34
H -1.584 -1.251 -0.729 -0.21 0.20 0.14
H 0.144 1.921 1.052 -0.07 0.12 -0.04
H -0.858 3.035 0.397 0.13 -0.01 0.07
H -1.620 0.248 0.982 0.00 0.09 0.01
H -2.789 1.181 0.024 0.13 0.02 0.11
H 0.054 0.609 -0.946 -0.12 0.03 -0.11
H -1.080 1.794 -1.601 0.03 -0.13 -0.04
C 2.373 -1.111 0.428 0.02 -0.08 -0.13
C 0.941 -1.508 0.546 0.27 0.07 0.17
N 0.197 -2.010 -0.333 -0.55 -0.36 -0.40
H 0.650 -2.187 -1.230 0.28 0.13 0.12
H 0.477 -1.320 1.512 -0.07 0.07 0.16
H 2.775 -1.365 -0.552 0.03 0.01 0.00
H 2.456 -0.034 0.580 0.06 0.05 0.02
H 2.962 -1.602 1.202 0.06 0.01 0.04
```
Positions in Å, forces in eV/Å.

Values from the calculation:
- structure (SMILES) = [H]/N=C\C.NCCO
- orbital gap (eV) = 9.94
- total charge = 0
- HOMO level (eV) = -9.027
- total energy (eV) = -9369.5474
- ΔE to the lowest compared entry with this formula, charge and spin (kcal/mol) = 38.0
- E_LUMO (eV) = 0.92

=====

[4]
CCl2O3P | the ωB97M-V functional and the def2-TZVPD basis

XYZ file:
```
7
Properties=species:S:1:pos:R:3:forces:R:3
C 0.021 -0.448 1.234 -0.20 0.31 -0.71
O -0.012 0.743 0.804 0.60 1.18 -1.03
O -0.555 -0.864 2.171 -0.84 -1.11 2.11
O 1.044 1.181 -1.851 0.75 -0.17 0.27
P -0.175 1.295 -1.027 -0.09 1.93 0.19
Cl 0.954 -1.553 0.250 1.08 -0.89 -0.32
Cl -1.277 -0.353 -1.580 -1.30 -1.23 -0.52
```
Positions in Å, forces in eV/Å.

Values from the calculation:
- structure (SMILES) = O=C(Cl)OP([O-])Cl
- orbital gap (eV) = 8.44
- total charge = -1
- HOMO level (eV) = -4.725
- total energy (eV) = -41517.3084
- ΔE to the lowest compared entry with this formula, charge and spin (kcal/mol) = 23.5
- E_LUMO (eV) = 3.71

=====

[5]
C10H24ClIN2OPPdS | the ωB97M-V functional and the def2-TZVPD basis

XYZ file:
```
42
Properties=species:S:1:pos:R:3:forces:R:3
C -0.557 -2.548 -3.068 -0.22 -2.13 -0.81
I 2.709 -3.183 -2.615 0.57 -0.84 -0.37
H -1.552 -2.352 -2.653 0.44 -0.17 -0.20
H -0.098 -3.539 -2.771 -1.36 0.72 -0.58
H -0.487 -2.385 -4.160 -0.01 -0.28 0.56
Pd 0.833 -1.445 -2.197 -1.32 1.78 1.04
P -0.134 0.676 -2.946 -1.15 1.16 -1.69
C 1.045 1.409 -4.126 0.52 -0.45 0.39
C -1.539 0.328 -4.045 -0.09 -0.37 0.63
H -1.269 1.856 -1.122 0.18 0.19 -0.42
H -1.026 2.881 -2.574 0.18 -0.21 -0.06
H 0.340 2.547 -1.474 -0.12 -0.02 -0.16
C -0.569 2.126 -1.921 0.05 -0.41 0.68
H -2.409 0.094 -3.422 0.01 0.01 -0.32
H -1.720 1.224 -4.648 0.00 -0.15 0.13
H 0.474 2.068 -4.788 0.10 -0.06 0.10
H 1.525 0.615 -4.707 -0.02 0.27 -0.09
H -1.296 -0.526 -4.688 -0.17 0.36 0.04
H 1.799 1.982 -3.577 -0.03 -0.03 -0.28
C 2.263 -0.240 -1.910 5.47 2.32 0.41
O 3.308 0.248 -1.959 -3.19 -0.99 -0.07
Cl -1.281 -0.674 -0.779 0.46 -0.46 0.52
C 0.517 2.367 4.234 0.23 0.18 0.09
C -0.075 1.633 3.044 -0.26 -0.17 0.81
N 0.967 0.875 2.316 -0.70 -0.41 -1.52
C 0.782 -0.340 1.789 -0.10 2.66 0.57
S 1.800 -0.958 0.572 -0.14 -0.77 0.65
N -0.262 -1.075 2.318 1.79 -1.81 0.19
C -0.161 -1.521 3.731 -1.20 0.51 0.57
C -1.389 -2.307 4.156 -0.14 -0.19 0.10
H 1.128 1.691 4.837 -0.07 0.11 0.03
H -0.284 2.767 4.863 0.09 -0.07 -0.18
H 1.134 3.208 3.906 -0.02 -0.09 0.12
H -0.850 0.923 3.357 0.17 0.27 -0.23
H -0.557 2.340 2.350 0.33 -0.23 -0.17
H 1.744 1.416 1.909 -0.17 -0.23 0.43
H -0.491 -1.849 1.691 -0.73 0.08 -0.21
H 0.731 -2.156 3.841 0.18 0.06 -0.34
H -0.033 -0.641 4.372 0.28 -0.15 -0.18
H -1.524 -3.202 3.545 -0.02 0.03 0.09
H -1.231 -2.624 5.194 -0.03 0.00 -0.22
H -2.305 -1.709 4.128 0.20 -0.01 -0.06
```
Positions in Å, forces in eV/Å.

Values from the calculation:
- orbital gap (spin up / spin down) (eV) = 7.51 / 4.55
- spin multiplicity = 5
- total charge = +3
- HOMO level (spin up / spin down) (eV) = -18.360 / -19.238
- total energy (eV) = -59980.1175
- E_LUMO (spin up / spin down) (eV) = -10.85 / -14.69

=====

[6]
C9H14O | the ωB97M-V functional and the def2-TZVPD basis

XYZ file:
```
24
Properties=species:S:1:pos:R:3:forces:R:3
C -2.784 1.216 1.582 -0.32 0.39 0.21
C 1.319 0.934 0.250 0.05 -0.41 0.83
C 0.558 -0.209 0.505 0.29 0.39 -0.68
C 0.751 2.169 0.472 -0.58 0.59 0.87
C -0.758 -0.128 0.918 0.17 -0.04 -0.66
C -0.555 2.234 0.965 -0.51 0.08 -1.32
C -1.363 1.117 1.107 0.38 -0.84 1.08
O 2.645 0.839 -0.058 0.14 0.04 -0.49
H 2.847 -0.055 -0.370 -0.09 0.22 0.16
H 1.002 -1.155 0.231 0.04 -0.20 0.34
H 1.267 3.119 0.426 0.40 -0.28 -0.40
H -1.289 -1.074 0.953 -0.29 0.23 0.34
H -1.054 3.199 0.988 0.27 0.10 0.47
H -2.912 1.904 2.425 0.27 0.29 -0.29
H -3.185 0.294 2.002 0.12 -0.29 -0.52
H -3.406 1.576 0.759 -0.25 -0.15 0.18
C -0.165 -2.510 -2.009 -0.10 0.09 -0.61
C 0.417 -3.833 -2.508 -0.15 0.23 -0.80
H 0.315 -1.672 -2.518 0.19 0.04 0.20
H -1.212 -2.389 -2.289 -0.16 -0.24 0.28
H -0.069 -2.372 -0.941 -0.01 -0.04 0.08
H 1.425 -3.689 -2.891 0.37 -0.10 0.48
H 0.387 -4.639 -1.779 0.04 0.02 -0.01
H -0.099 -4.156 -3.418 -0.26 -0.14 0.26
```
Positions in Å, forces in eV/Å.

Values from the calculation:
- structure (SMILES) = Cc1ccc(O)cc1.CC
- orbital gap (eV) = 9.21
- total charge = 0
- HOMO level (eV) = -8.424
- total energy (eV) = -11607.1405
- ΔE to the lowest compared entry with this formula, charge and spin (kcal/mol) = 11.4
- E_LUMO (eV) = 0.79